No. 1
13
Properties=species:S:1:pos:R:3:forces:R:3:nbo_charge:R:1 method="wB97M-V/def2-TZVPD" e_lumo_ev=0.05 de_lowest_kcal_mol=124.6 homo_energy_ha=-0.2899 orbital_gap_ev=7.93
C -0.343 -1.752 -0.204 4.778 -2.877 0.549 0.245
C 1.369 -0.349 -0.011 0.058 2.644 2.636 -0.242
C 0.029 0.426 -0.370 4.183 4.045 2.133 0.142
C 0.155 1.820 -0.158 0.216 -1.887 -1.843 -0.517
H -2.211 0.661 1.135 -1.270 -1.968 -2.376 0.140
H -0.892 -2.738 -0.270 0.625 1.529 0.238 0.222
H 1.361 -0.120 1.385 0.863 -0.400 -4.065 0.194
H 2.445 -0.069 -0.553 -3.103 -0.639 1.615 0.248
H -0.741 2.479 -0.373 1.542 -0.417 0.551 0.220
H 1.361 2.174 -0.106 -4.008 -0.687 -0.159 0.233
N -0.919 -0.564 -0.323 -2.652 2.316 -1.048 -0.582
N 0.976 -1.661 -0.059 -2.660 -4.185 -0.824 -0.492
S -2.589 -0.308 -0.092 1.427 2.527 2.594 0.186

---

No. 2
16
Properties=species:S:1:pos:R:3:forces:R:3:lowdin_spin:R:1 method="wB97M-V/def2-TZVPD" e_lumo_ev="4.33 / 4.30" de_lowest_kcal_mol=40.0 homo_energy_ha="0.0573 / -0.2393" s_squared=0.750 orbital_gap_ev="2.77 / 10.81" spin_multiplicity=2 total_charge=-1
C 1.470 1.404 0.547 -2.088 -3.844 1.907 0.319
C 1.303 1.012 -0.945 -0.452 1.525 1.101 0.105
H 1.763 2.363 0.612 2.266 3.103 0.530 0.050
H 0.593 1.499 1.311 -0.001 -0.280 -2.074 0.071
H 1.907 0.600 1.223 0.857 1.208 -1.153 0.069
H 1.805 1.707 -1.649 0.191 -0.648 0.571 0.017
H 0.269 1.126 -1.146 -1.037 0.167 -0.595 0.010
H 1.509 -0.014 -1.109 0.599 -0.966 -0.320 0.018
C -1.444 -0.497 -0.050 -3.060 -0.171 -0.185 0.122
C -1.120 -1.997 0.285 -2.351 2.549 3.043 0.099
H -1.137 -0.256 -1.059 -0.205 0.043 -0.257 0.007
H -2.620 -0.424 -0.001 2.045 0.082 -0.378 0.020
H -1.139 0.356 0.593 0.412 -1.166 -0.022 0.033
H -2.091 -2.570 0.377 1.363 0.286 -0.440 0.012
H -0.695 -1.910 1.294 -0.088 -0.599 0.102 0.035
H -0.372 -2.399 -0.284 1.551 -1.290 -1.829 0.013

---

No. 3
8
Properties=species:S:1:pos:R:3:forces:R:3:nbo_charge:R:1 method="wB97M-V/def2-TZVPD" e_lumo_ev=-0.17 de_lowest_kcal_mol=97.6 homo_energy_ha=-0.3248 orbital_gap_ev=8.67
C 0.654 -0.266 -0.441 -2.125 -1.356 3.237 -0.008
C -0.807 0.245 -0.577 -1.344 6.311 -1.031 -0.163
C -1.521 1.346 -0.639 0.829 -2.723 2.573 -0.156
H 1.607 -1.300 1.331 -4.564 0.341 -3.017 0.435
H -0.260 -1.376 0.865 -5.382 -1.754 2.567 0.374
H -2.331 2.304 -0.152 2.956 -3.764 -2.115 0.307
N 0.601 -1.179 0.645 9.337 2.359 -1.250 -0.771
S 2.057 0.226 -1.031 0.293 0.585 -0.964 -0.016

---

No. 4
13
Properties=species:S:1:pos:R:3:forces:R:3:nbo_charge:R:1 method="wB97M-V/def2-TZVPD" e_lumo_ev=1.09 de_lowest_kcal_mol=99.8 homo_energy_ha=-0.2756 orbital_gap_ev=8.59 smiles=c1[nH]cc2c1CN2
C 1.240 -1.036 -0.023 -1.836 -4.786 0.745 -0.046
N 1.939 0.088 0.088 3.267 1.156 -2.340 -0.533
C 1.111 1.201 -0.064 -1.799 3.345 0.687 -0.175
C -0.251 0.721 -0.211 6.480 -0.697 2.289 0.113
C -0.117 -0.711 -0.056 -0.800 1.080 -0.596 -0.170
C -1.698 -0.735 0.026 -1.561 1.577 -1.261 -0.212
N -1.587 0.889 -0.103 -3.034 -1.693 0.157 -0.622
H 1.785 -2.083 0.046 -1.324 2.494 -0.227 0.212
H 2.900 0.023 -0.462 -2.515 0.679 1.872 0.409
H 1.520 2.280 0.294 -1.051 -2.863 -1.332 0.212
H -2.487 -1.026 0.781 1.878 0.090 0.246 0.216
H -2.244 -1.090 -0.894 1.092 0.303 0.466 0.205
H -2.111 1.479 0.578 1.204 -0.683 -0.707 0.389

---

No. 5
19
Properties=species:S:1:pos:R:3:forces:R:3:lowdin_spin:R:1 method="wB97M-V/def2-TZVPD" e_lumo_ev="-9.05 / -7.63" homo_energy_ha="-0.4115 / -0.4125" s_squared=6.129 orbital_gap_ev="2.15 / 3.59" spin_multiplicity=5 total_charge=+1
Cr 1.538 0.626 5.800 -1.019 -0.953 -2.499 4.168
Cl 0.680 -0.194 3.673 1.011 0.963 2.539 -0.153
F 0.944 3.066 -2.263 -0.642 -1.311 0.851 -0.001
C 0.173 2.052 -1.719 -0.435 0.237 -1.074 -0.002
C -0.921 1.593 -2.439 0.036 0.189 -0.004 -0.001
C -1.785 0.642 -1.881 0.122 0.931 -0.187 0.000
C -1.562 0.186 -0.601 0.137 -0.390 -0.333 -0.002
C -0.443 0.651 0.075 -1.392 -1.960 0.906 -0.003
C 0.423 1.512 -0.472 1.705 2.350 -0.280 0.000
H -1.138 2.009 -3.412 0.079 0.052 -0.069 0.000
H -2.685 0.398 -2.426 0.070 -0.322 -0.085 0.000
H -2.186 -0.587 -0.177 -0.136 0.141 0.158 0.000
H -0.280 0.252 1.066 0.171 0.102 0.192 -0.002
H 1.227 1.918 0.123 0.288 -0.057 -0.072 0.000
C 1.265 -2.739 1.038 0.144 -0.681 0.690 -0.001
Cl -0.435 -3.200 1.006 -0.513 0.242 -0.354 -0.001
Cl 2.161 -3.025 -0.417 0.124 0.013 -0.927 -0.001
H 1.362 -1.683 1.290 -0.031 -0.338 0.211 -0.001
H 1.661 -3.476 1.737 0.281 0.795 0.337 0.000

---

No. 6
7
Properties=species:S:1:pos:R:3:forces:R:3:nbo_charge:R:1 method="wB97M-V/def2-TZVPD" e_lumo_ev=-5.71 de_lowest_kcal_mol=0.0 homo_energy_ha=-0.5911 orbital_gap_ev=10.38 smiles=C#[N+]CCl total_charge=+1
C -1.576 0.374 -0.237 -0.074 1.066 -0.170 0.486
N -0.443 0.199 -0.227 -3.207 -1.176 -0.027 -0.200
C 0.851 -0.247 -0.010 3.440 2.597 0.679 -0.292
Cl 1.093 -0.735 1.718 -0.240 0.698 -1.222 0.080
H -2.646 0.747 -0.265 1.533 -0.736 0.023 0.338
H 1.269 -1.043 -0.593 -0.875 -0.616 -0.730 0.299
H 1.453 0.703 -0.387 -0.576 -1.833 1.446 0.289

---

No. 7
17
Properties=species:S:1:pos:R:3:forces:R:3:nbo_charge:R:1 method="wB97M-V/def2-TZVPD" e_lumo_ev="0.50 / 0.50" de_lowest_kcal_mol=129.9 homo_energy_ha="-0.2483 / -0.2483" orbital_gap_ev="7.26 / 7.26"
C -0.819 -0.680 0.837 0.336 -1.169 0.152 0.750
C 0.508 0.436 0.028 0.482 1.338 -0.847 0.233
C 0.924 -0.934 -0.103 -1.893 0.351 0.134 -0.050
N 0.134 2.279 -1.283 0.121 0.675 -0.045 -0.647
N -1.806 -1.091 0.011 0.164 0.172 -0.069 -0.850
N 1.186 1.234 0.980 0.012 -0.140 0.062 -0.835
C 0.947 -2.157 -0.565 0.317 -0.283 0.310 -0.402
N -0.225 0.996 -0.944 0.483 -1.369 0.956 -0.383
O -0.791 -0.648 2.034 0.100 0.193 -0.576 -0.572
H -0.663 2.805 -1.611 0.045 -0.056 0.131 0.358
H 0.674 2.773 -0.578 -0.169 -0.053 -0.049 0.357
H -1.781 -0.690 -0.919 0.009 -0.045 0.063 0.434
H -2.705 -1.249 0.443 0.049 0.152 -0.041 0.404
H 1.891 0.706 1.475 -0.061 0.010 -0.054 0.389
H 0.545 1.637 1.656 0.031 0.059 -0.124 0.387
H 1.887 -2.581 -0.914 -0.052 0.029 -0.029 0.217
H 0.093 -2.835 -0.547 0.027 0.139 0.026 0.209

---

No. 8
29
Properties=species:S:1:pos:R:3:forces:R:3:nbo_charge:R:1 method="wB97M-V/def2-TZVPD" e_lumo_ev=-5.41 de_lowest_kcal_mol=35.3 homo_energy_ha=-0.4613 orbital_gap_ev=7.15 total_charge=+1
C 4.172 0.315 -0.045 -3.345 1.333 0.407 -0.177
C 3.956 1.684 0.152 0.062 1.489 -1.223 -0.171
C 3.128 -0.631 -0.160 0.045 2.917 1.410 -0.167
C 2.645 2.182 0.043 -0.375 -3.454 0.802 -0.219
C 1.852 -0.192 0.099 -1.115 2.064 -0.575 -0.054
C 1.651 1.208 0.084 2.644 -0.972 0.017 0.246
C -0.419 0.439 0.037 2.597 0.232 -0.782 0.627
C -1.798 0.419 -0.115 -2.507 0.037 0.251 -0.399
C -2.632 1.483 -0.174 0.665 1.069 1.128 0.134
C 0.461 -0.796 0.118 -0.063 -0.165 -0.438 -0.130
C -4.087 1.593 0.156 0.898 1.166 0.169 -0.687
C 0.139 -1.664 1.413 2.819 1.741 -3.217 -0.541
C 0.193 -1.598 -1.174 4.766 1.190 -0.537 -0.600
O 0.334 1.530 -0.030 -3.038 -0.529 0.357 -0.369
H 5.145 0.104 -0.119 3.504 -1.581 -0.399 0.223
H 4.813 2.445 0.126 -1.267 -1.513 0.258 0.248
H 3.267 -1.611 -0.377 0.893 -2.858 -0.471 0.222
H 2.250 3.126 -0.022 0.051 2.636 -0.073 0.235
H -2.362 -0.471 -0.005 0.407 -1.515 0.045 0.242
H -2.031 2.342 -0.171 0.171 1.968 -0.332 0.198
H -4.557 0.739 -0.165 -1.259 -2.440 -0.101 0.234
H -4.729 2.377 -0.253 0.934 0.484 -0.379 0.269
H -4.168 1.757 1.247 0.155 -0.425 -0.284 0.276
H -0.839 -1.523 1.542 -4.014 -0.428 0.857 0.205
H 0.657 -1.153 2.158 1.001 0.113 1.723 0.225
H 0.480 -2.619 1.125 0.155 -1.264 0.535 0.235
H -0.740 -1.695 -1.470 -4.890 -1.169 -0.446 0.221
H 0.777 -2.499 -1.196 -0.200 -0.822 0.533 0.240
H 0.580 -1.153 -2.115 0.307 0.697 0.767 0.236

---

No. 9
15
Properties=species:S:1:pos:R:3:forces:R:3:nbo_charge:R:1 method="wB97M-V/def2-TZVPD" e_lumo_ev=-5.06 de_lowest_kcal_mol=50.1 homo_energy_ha=-0.5822 orbital_gap_ev=10.79 total_charge=+1
C 1.814 0.322 0.611 -3.482 -1.439 4.098 -0.579
C 0.187 -0.184 0.688 1.874 1.349 1.556 -0.271
C -0.159 -1.745 -1.100 -0.590 -2.432 -1.098 0.093
N -0.346 -0.537 -0.661 2.233 -4.496 1.487 -0.405
H 2.504 -0.198 0.044 1.006 -1.457 -1.166 0.220
H 1.680 1.283 0.272 0.268 2.290 -0.821 0.206
H 2.138 0.359 1.725 -0.452 -0.053 -1.977 0.244
H -0.032 -1.041 1.445 0.502 1.515 -1.634 0.246
H -0.283 0.801 1.062 0.258 -2.162 -0.752 0.265
H -0.577 -2.262 -2.097 0.702 2.286 1.958 0.260
H 0.370 -2.636 -0.540 -0.776 2.574 -0.361 0.247
H -0.852 0.103 -1.187 -1.358 1.731 -1.080 0.459
H -2.909 1.825 0.043 -0.669 0.097 0.071 0.503
H -1.516 2.352 -0.141 0.647 1.361 -0.007 0.482
O -2.018 1.560 -0.162 -0.162 -1.166 -0.272 -0.972

---

No. 10
9
Properties=species:S:1:pos:R:3:forces:R:3:nbo_charge:R:1 method="wB97M-V/def2-TZVPD" e_lumo_ev=0.85 de_lowest_kcal_mol=107.1 homo_energy_ha=-0.3891 orbital_gap_ev=11.44 smiles=[SiH4].C#CF
Si -0.891 0.016 0.524 0.104 1.300 0.185 0.587
H 0.174 -0.277 -0.440 -0.565 -0.534 -0.751 -0.137
H -1.343 -1.047 1.375 -0.172 -0.916 0.203 -0.155
H -2.146 0.795 0.137 0.895 -0.366 -0.138 -0.135
H 0.036 0.804 1.346 -0.303 0.510 0.506 -0.162
C 2.920 -0.092 -1.188 0.386 0.508 0.808 -0.412
C 3.297 -0.113 -0.047 -0.505 -0.012 -0.396 0.423
F 3.581 -0.169 1.207 0.058 -0.111 -0.530 -0.258
H 2.610 0.210 -2.165 0.102 -0.379 0.113 0.248